# 1
{"formula": "C12H30InN2O4", "method": "the ωB97M-V functional and the def2-TZVPD basis", "charge": 3, "relative_energy_ev": 1.6593, "homo_energy_ev": -17.823, "symbols": ["H", "O", "In", "C", "H", "H", "H", "H", "H", "H", "H", "H", "C", "C", "C", "H", "H", "H", "C", "C", "H", "O", "N", "H", "H", "H", "H", "N", "H", "C", "H", "C", "H", "O", "H", "C", "H", "H", "C", "O", "C", "H", "H", "H", "H", "H", "H", "C", "H"], "coordinates": [[-22.087, 11.759, -11.000], [-22.665, 14.964, -14.778], [-20.119, 14.177, -15.870], [-23.669, 14.600, -17.185], [-18.424, 14.612, -19.689], [-21.946, 13.375, -7.100], [-22.320, 12.258, -17.769], [-18.684, 17.301, -17.299], [-22.659, 11.978, -13.134], [-17.686, 13.010, -17.157], [-23.928, 16.599, -14.599], [-20.519, 14.287, -19.121], [-20.657, 13.269, -18.744], [-18.226, 13.131, -18.099], [-22.442, 13.880, -7.920], [-24.137, 14.438, -12.458], [-24.235, 13.775, -16.740], [-21.923, 14.219, -10.493], [-22.097, 13.238, -18.238], [-18.116, 16.708, -18.014], [-24.647, 14.383, -14.953], [-18.427, 15.335, -17.767], [-19.672, 13.032, -17.692], [-22.976, 16.215, -13.097], [-24.828, 12.939, -13.099], [-19.788, 12.059, -17.365], [-16.864, 14.531, -18.893], [-22.817, 12.815, -12.553], [-23.439, 14.240, -7.585], [-22.978, 16.242, -14.183], [-21.878, 14.791, -8.190], [-23.693, 14.021, -14.542], [-22.780, 13.318, -19.085], [-22.289, 14.249, -17.272], [-17.059, 16.887, -17.821], [-22.952, 12.400, -11.192], [-18.409, 17.004, -19.020], [-20.564, 12.541, -19.565], [-23.926, 13.588, -13.116], [-22.582, 12.996, -9.001], [-22.782, 13.580, -10.218], [-22.260, 16.984, -14.530], [-24.110, 14.859, -18.151], [-23.492, 13.145, -15.171], [-23.698, 14.206, -10.238], [-23.875, 11.842, -10.961], [-17.929, 12.328, -18.790], [-17.944, 14.463, -18.718], [-23.774, 15.495, -16.578]], "mulliken_charge": [0.41, -0.15, 1.26, -1.13, 0.41, 0.30, 0.32, 0.28, 0.31, 0.32, 0.37, 0.30, -0.43, -0.64, -0.63, 0.54, 0.56, 0.39, -0.81, -0.82, 0.59, -0.25, -0.34, 0.23, 0.39, 0.46, 0.47, 0.05, 0.32, -0.97, 0.33, -0.71, 0.51, 0.02, 0.32, -0.66, 0.35, 0.46, -1.13, -0.21, -0.41, 0.39, 0.45, 0.49, 0.38, 0.32, 0.42, -0.58, 0.13]}


# 2
{"formula": "C12H30N2NaO4", "method": "the ωB97M-V functional and the def2-TZVPD basis", "multiplicity": 2, "charge": 2, "relative_energy_ev": 0.2636, "homo_energy_ev": [-15.387, -15.386], "symbols": ["C", "H", "H", "O", "H", "C", "H", "N", "Na", "O", "H", "C", "C", "H", "N", "H", "H", "H", "C", "H", "H", "C", "H", "H", "C", "H", "H", "O", "C", "H", "H", "H", "H", "H", "C", "C", "H", "H", "C", "H", "O", "H", "H", "C", "H", "H", "H", "H", "H"], "coordinates": [[1.034, -2.218, 2.604], [-0.101, 4.907, 0.676], [-1.203, 3.622, 0.932], [-3.864, -1.191, 0.850], [2.867, -2.256, 0.820], [3.332, -0.121, 0.319], [-2.271, 1.540, -0.185], [2.706, 1.177, 0.742], [0.379, 0.930, 1.597], [1.418, -1.133, 1.689], [3.124, -0.335, -0.729], [-0.367, 3.920, 0.299], [2.783, -1.251, 1.233], [-0.737, 3.918, -0.727], [-1.118, -0.220, -0.160], [-1.550, -1.049, -2.883], [3.706, 2.280, -0.674], [3.374, -1.267, 2.148], [-2.435, 0.473, -0.329], [-4.425, -1.935, -1.128], [1.638, -1.960, 3.474], [-0.299, -0.096, -1.354], [-1.416, -1.159, -0.386], [0.766, -0.194, -1.142], [2.673, 2.054, -0.411], [0.132, -1.124, -3.252], [-0.014, -2.081, 2.870], [-0.666, -2.459, -1.909], [-0.572, -1.187, -2.422], [-2.892, 0.320, -1.307], [-5.199, -2.620, 0.251], [1.266, -3.269, 2.431], [2.289, 4.008, 0.602], [2.215, 1.551, -1.263], [0.545, -3.061, -1.518], [-4.766, -1.692, -0.122], [-2.982, 0.379, 1.751], [-4.386, 0.735, 0.714], [-3.467, 0.155, 0.801], [0.377, -3.933, -0.885], [0.626, 2.929, 0.481], [4.418, -0.063, 0.386], [-0.357, 0.930, -1.715], [1.837, 3.327, -0.119], [1.172, -2.402, -0.917], [-5.570, -0.956, -0.134], [0.952, -3.446, -2.453], [3.278, 1.582, 1.468], [1.752, 3.939, -1.017]], "lowdin_spin": [0.00, 0.00, 0.00, 0.56, 0.00, 0.00, 0.00, 0.00, 0.00, 0.00, 0.00, 0.00, 0.00, 0.00, 0.05, 0.00, 0.00, 0.00, 0.08, 0.04, 0.00, 0.01, 0.00, 0.00, 0.00, 0.00, 0.00, 0.02, 0.01, 0.01, 0.01, 0.00, 0.00, 0.00, 0.00, 0.07, 0.00, 0.02, 0.08, 0.00, 0.00, 0.00, 0.00, 0.00, 0.00, 0.02, 0.00, 0.00, 0.00]}


# 3
{"formula": "C12H30N2NaO8S", "method": "the ωB97M-V functional and the def2-TZVPD basis", "charge": -1, "relative_energy_ev": 3.3653, "homo_energy_ev": -2.853, "symbols": ["H", "H", "H", "O", "H", "H", "O", "H", "H", "Na", "C", "H", "C", "O", "H", "O", "H", "C", "H", "H", "H", "H", "H", "N", "C", "C", "C", "C", "H", "H", "O", "H", "H", "C", "H", "H", "H", "H", "H", "H", "H", "S", "H", "H", "H", "C", "H", "O", "O", "C", "O", "N", "C", "C"], "coordinates": [[-36.108, 5.791, 27.555], [-37.807, 6.507, 22.520], [-42.256, 7.312, 20.260], [-39.499, 11.201, 26.354], [-38.929, 7.822, 24.515], [-41.127, 7.161, 33.162], [-38.219, 9.926, 28.023], [-36.546, 7.098, 28.788], [-40.902, 3.894, 28.774], [-36.086, 8.556, 25.008], [-41.294, 7.809, 20.090], [-39.272, 6.085, 25.653], [-38.682, 7.159, 22.589], [-40.525, 7.980, 21.252], [-38.431, 8.206, 22.400], [-36.632, 5.960, 24.800], [-37.175, 7.103, 27.098], [-38.936, 3.611, 28.980], [-39.112, 6.555, 20.628], [-40.932, 5.584, 34.013], [-37.523, 4.590, 23.532], [-36.970, 3.943, 28.466], [-42.566, 4.684, 31.151], [-39.293, 7.067, 23.928], [-39.725, 6.866, 21.501], [-41.600, 4.376, 31.558], [-37.705, 5.079, 24.493], [-39.080, 5.783, 24.622], [-41.793, 3.706, 32.414], [-41.444, 8.778, 19.624], [-40.885, 5.513, 31.973], [-39.894, 3.166, 31.314], [-38.622, 2.646, 29.397], [-37.769, 4.566, 28.913], [-34.746, 6.399, 24.301], [-39.146, 3.345, 27.928], [-40.322, 5.956, 21.666], [-37.786, 4.286, 25.248], [-37.398, 4.760, 29.936], [-41.313, 2.640, 30.393], [-39.784, 5.055, 24.206], [-38.954, 9.897, 26.741], [-34.978, 4.755, 25.084], [-42.474, 6.101, 33.163], [-35.379, 5.163, 23.333], [-36.858, 6.488, 27.944], [-40.813, 7.128, 19.376], [-37.955, 9.471, 25.708], [-40.010, 8.865, 26.786], [-35.355, 5.491, 24.378], [-38.042, 5.749, 28.247], [-40.208, 4.173, 29.454], [-40.714, 3.515, 30.685], [-41.376, 6.098, 33.155]], "mulliken_charge": [0.26, 0.14, 0.27, -0.73, -0.01, 0.24, -0.77, 0.31, 0.24, 0.94, -0.76, 0.59, -0.12, -0.29, 0.36, 0.00, -0.30, -0.82, 0.31, 0.28, 0.61, 0.36, 0.34, -0.06, -0.69, -0.53, -0.81, -0.99, 0.37, 0.25, -0.25, 0.33, 0.39, -0.41, 0.25, 0.30, 0.29, 0.36, 0.26, 0.34, 0.25, 1.17, 0.26, 0.31, 0.35, -0.25, 0.34, -0.92, -0.72, -0.88, -0.09, -0.19, -0.70, -0.78]}


# 4
{"formula": "C12H30N2O4Sr", "method": "the ωB97M-V functional and the def2-TZVPD basis", "charge": 2, "homo_energy_ev": -16.490, "symbols": ["C", "Sr", "H", "H", "H", "H", "N", "H", "C", "C", "H", "O", "H", "C", "H", "H", "C", "H", "H", "C", "H", "H", "C", "O", "C", "H", "C", "H", "H", "H", "H", "O", "H", "H", "H", "C", "O", "H", "H", "N", "H", "C", "H", "H", "H", "C", "H", "H", "H"], "coordinates": [[-3.200, -0.139, 1.516], [0.072, 0.832, -0.138], [2.583, -1.107, 0.941], [-1.877, -2.245, 2.272], [1.914, -2.663, -1.395], [2.817, -1.028, 2.727], [0.947, -0.381, 2.014], [-0.551, -2.871, -2.116], [1.300, -1.841, -1.788], [-2.343, -0.821, -1.832], [0.893, 0.052, 2.936], [-1.810, -0.403, 1.320], [-3.419, -0.086, 2.592], [-3.005, 2.753, -1.246], [3.018, -0.367, -2.934], [-2.510, -1.260, -0.850], [2.444, -0.514, 1.839], [4.086, 0.813, 1.810], [0.460, -2.102, 3.142], [-0.177, -2.007, -1.563], [-4.090, 2.670, -1.289], [0.348, -2.395, 1.469], [0.160, -1.612, 2.208], [1.777, -0.596, -1.282], [3.031, -0.216, -1.851], [-0.499, -2.099, -0.522], [3.058, 2.987, 0.782], [-0.790, -0.797, -3.069], [2.617, 3.467, 1.653], [-2.704, 3.361, -0.394], [-3.843, -0.918, 1.109], [-2.376, 1.476, -1.113], [2.696, 1.365, 2.770], [-4.004, 0.531, -1.927], [-2.738, -1.566, -2.530], [2.993, 0.877, 1.836], [2.604, 1.619, 0.682], [-3.425, 0.876, 1.201], [3.859, -0.802, -1.447], [-0.855, -0.766, -2.054], [2.781, 3.480, -0.148], [-2.921, 0.543, -2.066], [1.542, -1.926, -2.857], [4.148, 3.016, 0.829], [-2.694, 0.857, -3.090], [-1.332, -1.297, 2.327], [-1.509, -0.871, 3.320], [-2.653, 3.279, -2.139], [3.177, 0.842, -1.661]], "mulliken_charge": [-0.92, 1.65, 0.16, 0.38, 0.44, 0.44, -0.10, 0.52, -0.84, -0.59, 0.20, -0.03, 0.47, -0.94, 0.40, 0.17, -0.68, 0.44, 0.45, -0.57, 0.29, 0.43, -0.96, -0.06, -0.85, 0.02, -0.90, 0.26, 0.34, 0.33, 0.34, -0.01, 0.52, 0.51, 0.46, -0.74, 0.02, 0.12, 0.33, -0.44, 0.30, -0.82, 0.51, 0.29, 0.44, -0.88, 0.57, 0.31, 0.21]}


| no. | F_max (eV/Å) | E_tot (a.u.) |
| --- | --- | --- |
| 1 | 2.12 | -1074.52033 |
| 2 | 2.58 | -1047.27274 |
| 3 | 3.15 | -1747.06740 |
| 4 | 1.98 | -915.92352 |